Here is C35H54F6N5O2Si2TeZr as an isolated structure from the OMol25 dataset. Energies are from wB97M-V/def2-TZVPD.

Structure (ORCA input):
```
! wB97M-V def2-TZVPD RIJCOSX def2/J DEFGRID3
* xyz -1 1
Zr -0.5620 -0.4179 -0.2168
C 0.8311 1.8526 3.6925
N 1.6171 1.3885 2.5678
C 2.7985 2.2224 2.4072
C 1.9309 -0.0057 2.5926
C 2.1886 -0.6582 3.7976
C 2.5650 -1.9905 3.8315
C 2.7196 -2.6849 2.6423
C 2.4421 -2.0512 1.4438
C 2.0066 -0.7303 1.3929
N 1.6081 -0.1688 0.1412
C 2.6304 0.3502 -0.6263
C 3.9753 0.3802 -0.2149
C 4.9459 1.0523 -0.9435
C 4.6217 1.7067 -2.1202
C 3.3144 1.6122 -2.5872
C 2.3413 0.9352 -1.8761
N 1.0372 0.6681 -2.4311
C 0.5087 1.7248 -3.2899
C 1.2009 -0.5492 -3.2432
H 0.0276 1.1480 3.8828
H 0.3960 2.8214 3.4384
H 1.4195 1.9759 4.6177
H 3.5301 2.0615 3.2170
H 3.2875 2.0260 1.4552
H 2.4936 3.2712 2.4323
H 2.0936 -0.1088 4.7257
H 2.7350 -2.4815 4.7816
H 3.0302 -3.7223 2.6467
H 2.5313 -2.5830 0.5060
H 4.2518 -0.1084 0.7101
H 5.9634 1.0710 -0.5703
H 5.3674 2.2555 -2.6807
H 3.0530 2.0640 -3.5364
H 1.0183 1.7542 -4.2630
H -0.5470 1.5341 -3.4636
H 0.6216 2.6890 -2.8019
H 1.9855 -0.4002 -3.9978
H 1.4917 -1.3705 -2.5968
H 0.2638 -0.7993 -3.7290
C -1.4292 -5.1994 -0.8176
Si 0.0376 -3.9955 -0.6662
C 1.4876 -5.0007 0.0540
C 0.6893 -3.7159 -2.4066
N -0.3877 -2.5900 0.2737
C -0.7589 -2.8781 1.5907
C -0.7594 -4.1653 2.1482
C -1.0646 -4.4211 3.4776
C -1.3718 -3.3637 4.3058
C -1.4085 -2.0816 3.7703
C -1.1569 -1.8003 2.4267
N -1.2616 -0.4989 1.8604
Si -2.4391 0.5459 2.6600
C -2.4825 0.7176 4.5708
C -4.1874 -0.0798 2.3393
C -2.2687 2.3676 2.2276
H -1.3218 -6.0479 -0.1396
H -1.4949 -5.6048 -1.8312
H -2.3786 -4.7157 -0.5766
H 1.3250 -6.0639 -0.1519
H 1.6174 -4.8863 1.1287
H 2.4251 -4.7163 -0.4304
H 0.6653 -4.7017 -2.8844
H 1.7347 -3.4016 -2.3804
H 0.1301 -3.0184 -3.0177
H -0.5050 -5.0159 1.5372
H -1.0440 -5.4398 3.8467
H -1.5897 -3.5131 5.3566
H -1.6295 -1.2786 4.4454
H -3.1810 0.0059 5.0168
H -2.8595 1.7239 4.7770
H -1.5312 0.6168 5.0940
H -4.3172 -1.0417 2.8430
H -4.4269 -0.2224 1.2879
H -4.9084 0.6238 2.7675
H -1.8371 2.8868 3.0846
H -3.2615 2.7911 2.0538
H -1.6420 2.5854 1.3730
C -2.4724 -2.9222 -3.3229
C -2.4838 -1.5535 -2.6232
O -1.2974 -1.2550 -2.0301
C -2.7948 -0.5296 -3.7522
F -1.9341 -0.7030 -4.7803
F -4.0312 -0.6899 -4.2706
F -2.6791 0.7454 -3.3831
C -3.6467 -1.5554 -1.5554
F -4.5873 -0.6154 -1.7539
F -4.2937 -2.7326 -1.4922
F -3.1468 -1.3451 -0.3263
H -1.7071 -2.9204 -4.0931
H -3.4364 -3.1475 -3.7783
H -2.2420 -3.6919 -2.5956
C -2.9105 1.8961 -0.6588
O -1.7009 1.2019 -0.6018
H -3.3266 1.8848 -1.6671
H -2.7769 2.9436 -0.3699
H -3.6600 1.4659 0.0127
C 2.2279 4.8759 0.0726
Te 0.6377 3.4375 -0.0427
C -0.6113 4.6405 -1.2990
H 2.2219 5.4721 -0.8388
H 3.1672 4.3290 0.1232
H 2.1251 5.5261 0.9379
H 0.0191 5.2345 -1.9598
H -1.2569 5.2939 -0.7179
H -1.2169 3.9619 -1.8970
*
```

For the energy above the lowest of the compared OMol25 structures with the same formula, charge and spin, the calculation gives 75.3 kJ/mol. The total energy comes out at -89360.166 eV. As for the HOMO-LUMO gap: 6.194 eV.